[1]
{
  "formula": "C27H21F3N2O5PS3",
  "method": "wB97M-V/def2-TZVPD",
  "lumo_ev": 2.27,
  "spin_multiplicity": 1,
  "energy_ev": -91502.4604,
  "e_homo_ev": -5.15,
  "charge": -1,
  "molar_mass_g_mol": 637.64,
  "species": ["C", "C", "C", "C", "P", "C", "C", "C", "C", "C", "C", "C", "C", "N", "O", "C", "C", "H", "H", "H", "H", "H", "H", "H", "H", "H", "H", "H", "F", "C", "F", "F", "S", "N", "S", "C", "C", "C", "C", "C", "C", "O", "O", "S", "C", "C", "C", "C", "C", "C", "O", "O", "H", "H", "H", "H", "H", "H", "H", "H", "H", "H"],
  "xyz": [[5.8763, -2.8040, 2.5293], [4.6725, -2.7450, 3.2419], [3.5202, -2.2213, 2.6278], [3.5586, -1.7185, 1.3130], [2.0308, -1.1784, 0.3984], [0.7619, -2.2508, 1.1667], [-0.0275, -1.8231, 2.2410], [-0.9058, -2.7182, 2.8556], [-0.9822, -4.0449, 2.4126], [-0.1847, -4.4750, 1.3447], [0.6857, -3.5772, 0.7179], [1.6233, 0.8007, 0.8939], [2.9657, 1.3318, 0.5981], [4.0574, 1.7531, 0.3897], [2.1965, -1.4014, -1.0461], [4.7750, -1.7999, 0.6085], [5.9347, -2.3171, 1.2157], [6.7713, -3.2250, 2.9961], [4.6166, -3.1274, 4.2714], [2.5784, -2.2167, 3.1832], [0.0411, -0.7965, 2.6011], [-1.5173, -2.3737, 3.6896], [-1.6702, -4.7413, 2.8996], [-0.2338, -5.5121, 1.0034], [1.3138, -3.9022, -0.1102], [1.4453, 0.5425, 1.9675], [4.8148, -1.4595, -0.4304], [6.8760, -2.3539, 0.6510], [-3.7104, 2.9406, -1.3215], [-3.2429, 2.3672, -0.1882], [-3.7576, 3.0622, 0.8757], [-3.6881, 1.0843, -0.1612], [-1.4968, 2.7880, -0.1089], [-0.3496, 1.0357, -2.0191], [0.8435, 1.9775, -1.5919], [0.6401, 1.7475, 0.3168], [0.8979, 3.0422, 1.0186], [0.2908, 3.3983, 2.1650], [-0.7865, 2.6412, 2.6966], [-1.3140, 1.5917, 2.0030], [-0.8123, 1.3085, 0.6123], [2.0403, 1.2927, -2.0901], [0.7908, 3.4183, -1.7150], [-0.9228, 0.9960, -3.5349], [-2.7559, 1.1095, -3.6950], [-3.5353, 0.0445, -3.2578], [-4.9039, 0.0128, -3.5152], [-5.5023, 1.0323, -4.2694], [-4.7082, 2.0801, -4.7623], [-3.3360, 2.1161, -4.4785], [-0.5219, 2.2239, -4.2249], [-0.6296, -0.3450, -3.9706], [1.7037, 3.6554, 0.6275], [0.6435, 4.2543, 2.7529], [-1.2257, 2.9320, 3.6427], [-2.1403, 0.9953, 2.3465], [-1.0473, 0.3118, 0.1872], [-3.0689, -0.7642, -2.7192], [-5.5185, -0.8012, -3.1309], [-6.5794, 1.0076, -4.4869], [-5.1721, 2.8770, -5.3626], [-2.7188, 2.9208, -4.8717]],
  "atomic_forces_ev_per_a": [[-0.2, 0.3, -0.1], [-0.2, 0.0, -0.3], [0.3, 0.1, 0.0], [0.2, -0.1, 0.4], [-0.3, 0.7, -0.7], [-0.1, 0.3, 0.3], [0.0, -0.4, -0.2], [0.1, -0.2, -0.1], [0.1, 0.2, -0.1], [0.1, 0.3, 0.1], [-0.2, 0.0, 0.2], [2.6, -3.3, 0.3], [4.1, 1.3, 0.2], [-4.0, -1.6, 0.8], [0.1, -0.3, 0.1], [0.2, 0.1, 0.0], [-0.5, 0.0, 0.0], [-0.3, 0.2, -0.1], [0.0, 0.2, -0.6], [0.3, 0.0, -0.1], [-0.1, -0.2, 0.0], [0.1, -0.1, -0.2], [0.3, 0.2, -0.2], [0.0, 0.4, 0.1], [-0.1, 0.1, 0.1], [0.4, 1.1, -0.5], [-0.1, 0.0, 0.4], [-0.5, 0.0, 0.3], [-0.5, -0.3, 0.6], [0.6, 0.9, -0.1], [-1.4, -0.8, -0.4], [0.5, 1.1, 0.3], [-2.4, 0.2, -2.3], [-1.6, 0.3, -0.9], [1.3, -1.7, -0.9], [-1.2, -1.1, -0.3], [0.5, 1.1, 0.5], [0.9, 0.2, 0.0], [-1.0, -1.8, 0.6], [1.6, 0.3, 0.8], [0.4, 0.5, 0.3], [-0.5, 1.5, 1.3], [0.0, -0.3, -0.2], [0.8, 1.4, 0.8], [0.2, -0.3, -0.1], [-0.3, 0.2, 0.1], [-0.2, 0.4, -0.2], [0.3, 0.1, 0.0], [-0.1, -0.2, 0.2], [-0.1, 0.0, 0.2], [0.1, -1.4, -0.1], [-0.4, 0.2, -0.9], [-0.1, -0.1, 0.0], [-0.1, -0.2, -0.5], [0.0, -0.1, 0.0], [-0.3, 0.0, 0.2], [-0.1, 1.0, 0.0], [0.1, -0.1, 0.1], [0.2, 0.1, -0.1], [0.5, 0.0, 0.1], [0.3, -0.4, 0.3], [0.0, -0.2, 0.2]],
  "mulliken_charge": [-0.34, -0.63, -0.25, 0.07, 1.28, 0.35, 0.02, -0.95, -0.48, -0.57, -0.60, -0.61, -0.31, -0.76, -0.82, -0.25, -0.61, 0.35, 0.36, 0.28, 0.41, 0.42, 0.37, 0.38, 0.43, 0.93, 0.43, 0.35, -0.23, 0.81, -0.26, -0.24, -0.08, 0.02, 1.34, 0.00, -0.47, -1.09, -0.48, -0.86, 0.18, -0.69, -0.62, 1.08, 0.00, -0.44, -0.58, -0.38, -0.49, -0.20, -0.72, -0.67, 0.51, 0.45, 0.46, 0.55, 0.96, 0.44, 0.35, 0.34, 0.33, 0.44]
}

[2]
{
  "formula": "C27H21I2N2O6SeTeV",
  "method": "wB97M-V/def2-TZVPD",
  "lumo_ev": [1.20, 1.24],
  "spin_multiplicity": 4,
  "energy_ev": -158134.4892,
  "e_homo_ev": [-5.48, -5.85],
  "charge": -1,
  "molar_mass_g_mol": 980.79,
  "species": ["V", "O", "C", "C", "O", "O", "C", "C", "C", "C", "C", "C", "C", "C", "C", "C", "C", "C", "H", "H", "H", "H", "H", "H", "H", "H", "H", "H", "H", "O", "N", "O", "O", "I", "I", "Se", "C", "N", "Te", "C", "C", "C", "C", "C", "C", "C", "C", "C", "C", "C", "C", "H", "H", "H", "H", "H", "H", "H", "H", "H", "H"],
  "xyz": [[-0.8350, -1.6302, -1.5497], [-2.5374, 1.4134, -0.7104], [-1.9301, 1.6698, 0.5427], [-1.2711, 0.3515, 1.0031], [-0.7441, 0.3323, 2.1058], [-1.2986, -0.6372, 0.1850], [-2.9911, 2.1889, 1.5146], [-3.2996, 1.5968, 2.7319], [-4.3025, 2.1266, 3.5367], [-5.0034, 3.2542, 3.1417], [-4.6932, 3.8595, 1.9307], [-3.6938, 3.3311, 1.1315], [-0.7701, 2.6618, 0.3973], [-0.0570, 2.7071, -0.7959], [1.0133, 3.5799, -0.9410], [1.3893, 4.4044, 0.1087], [0.6880, 4.3516, 1.3070], [-0.3868, 3.4868, 1.4499], [-3.0140, 2.2006, -0.9978], [-2.7484, 0.7275, 3.0589], [-4.5328, 1.6484, 4.4808], [-5.7840, 3.6621, 3.7718], [-5.2248, 4.7464, 1.6094], [-3.4439, 3.8369, 0.2031], [-0.3493, 2.0696, -1.6202], [1.5512, 3.6104, -1.8806], [2.2219, 5.0881, -0.0057], [0.9744, 4.9906, 2.1334], [-0.9275, 3.4459, 2.3869], [0.2316, -4.6053, -2.5078], [-0.3518, -3.5731, -2.7447], [-1.5946, -3.4036, -2.4601], [0.2477, -2.5370, -3.1976], [-3.1013, 2.9530, -3.7723], [-4.0362, 5.4527, -4.1736], [-2.0000, 0.1059, -3.2084], [-1.7494, -0.6321, -4.8819], [-1.6250, -1.0660, -5.9440], [0.5467, -2.8473, 0.9741], [2.0348, -4.3607, 0.9546], [3.0487, -4.2883, 1.9086], [4.0572, -5.2407, 1.9343], [4.0533, -6.2795, 1.0126], [3.0394, -6.3622, 0.0704], [2.0296, -5.4068, 0.0386], [1.7855, -1.4593, -0.0517], [2.4817, -1.8763, -1.1846], [3.3087, -0.9846, -1.8530], [3.4383, 0.3213, -1.3987], [2.7427, 0.7343, -0.2704], [1.9221, -0.1536, 0.4114], [3.0544, -3.4787, 2.6287], [4.8447, -5.1715, 2.6746], [4.8402, -7.0235, 1.0308], [3.0314, -7.1700, -0.6508], [1.2477, -5.4728, -0.7025], [2.3663, -2.8856, -1.5602], [3.8326, -1.3094, -2.7428], [4.0725, 1.0196, -1.9308], [2.8270, 1.7552, 0.0821], [1.3738, 0.1712, 1.2857]],
  "atomic_forces_ev_per_a": [[-0.6, 1.0, 0.1], [0.0, -0.1, 0.1], [0.1, 0.1, -0.1], [-0.2, -0.2, 0.1], [0.1, 0.0, 0.0], [0.2, -0.1, -0.4], [0.1, 0.0, 0.0], [-0.1, 0.0, 0.0], [0.0, 0.0, 0.0], [0.0, 0.0, 0.0], [0.0, 0.0, 0.0], [0.0, 0.1, 0.0], [-0.1, 0.1, -0.1], [-0.1, 0.1, 0.0], [-0.1, 0.0, 0.0], [0.0, 0.0, 0.0], [0.0, 0.0, 0.0], [0.1, 0.0, 0.0], [0.0, 0.0, 0.0], [0.0, 0.0, 0.0], [0.0, 0.0, 0.0], [0.0, 0.0, 0.0], [0.0, 0.0, 0.0], [0.0, 0.0, 0.0], [0.0, 0.0, 0.0], [0.0, 0.0, 0.0], [0.0, 0.0, 0.0], [0.0, 0.0, 0.0], [0.0, 0.0, 0.0], [-0.2, 0.0, -0.5], [0.0, -0.3, -0.3], [0.6, 0.0, 0.4], [-0.2, -0.3, 0.7], [0.2, -0.3, 0.0], [-0.1, 0.3, 0.0], [0.0, -0.1, 0.1], [0.0, 0.0, 0.1], [0.0, 0.0, 0.0], [-0.1, 0.1, -0.2], [0.0, 0.0, 0.0], [0.0, 0.0, 0.0], [0.0, 0.0, 0.0], [0.0, 0.0, 0.0], [0.0, 0.0, 0.0], [0.0, 0.0, 0.1], [0.2, 0.0, 0.0], [0.0, 0.0, 0.0], [0.0, 0.0, 0.0], [0.0, 0.0, 0.0], [0.1, 0.0, 0.0], [0.0, 0.0, 0.0], [0.0, 0.0, 0.0], [0.0, 0.0, 0.0], [0.0, 0.0, 0.0], [0.0, 0.0, 0.0], [0.0, 0.0, 0.0], [0.0, 0.0, 0.0], [0.0, 0.0, 0.0], [0.0, 0.0, 0.0], [0.0, -0.1, 0.0], [0.0, 0.0, 0.0]],
  "mulliken_charge": [0.70, -0.46, 2.82, -0.08, -0.68, -0.93, -0.49, -0.02, -0.92, -0.34, -0.99, -0.34, -0.48, 0.22, -1.14, -0.39, -0.88, -0.18, 0.27, 0.50, 0.41, 0.39, 0.39, 0.37, 0.49, 0.42, 0.39, 0.40, 0.51, -0.63, 1.23, -0.61, -0.49, 0.16, -0.28, 0.09, 0.11, -0.62, 0.58, -0.04, -0.34, -0.58, -0.36, -0.63, -0.11, -0.15, 0.05, -0.63, -0.59, -0.33, -0.74, 0.37, 0.36, 0.37, 0.39, 0.37, 0.36, 0.39, 0.40, 0.54, 0.41]
}

[3]
{
  "formula": "C27H22AuBrF4NPTe4",
  "method": "wB97M-V/def2-TZVPD",
  "lumo_ev": [-2.00, -2.02],
  "spin_multiplicity": 3,
  "energy_ev": -152909.6557,
  "e_homo_ev": [-7.18, -7.41],
  "molar_mass_g_mol": 1254.72,
  "species": ["Au", "Te", "Te", "Te", "Te", "F", "C", "C", "F", "C", "F", "C", "P", "C", "C", "C", "C", "C", "C", "C", "C", "C", "C", "C", "C", "C", "Br", "C", "F", "H", "H", "H", "H", "H", "H", "H", "H", "H", "H", "C", "N", "C", "C", "C", "C", "C", "C", "C", "C", "H", "H", "H", "H", "H", "H", "H", "H", "H", "H", "H", "H"],
  "xyz": [[0.5110, -0.7572, 0.0717], [-3.6073, -0.4940, 1.8912], [-4.6920, -2.5859, -2.6393], [-3.0622, -0.6206, -2.1155], [-2.1226, -2.0977, 0.5148], [5.0106, 4.9329, 0.6110], [3.9085, 4.2038, 0.8323], [2.6581, 4.7191, 0.4948], [2.5324, 6.0414, 0.1712], [1.5380, 3.9377, 0.6727], [0.3058, 4.5683, 0.6750], [1.6299, 2.5744, 1.0035], [0.2345, 1.4604, 0.8317], [-0.9368, 2.2390, -0.3246], [-2.3079, 2.4402, -0.0729], [-3.0441, 3.2917, -0.8964], [-2.4992, 3.7760, -2.0746], [-1.1589, 3.5222, -2.3655], [-0.3788, 2.7229, -1.5352], [-0.6333, 1.6209, 2.4029], [-1.0554, 2.8478, 2.9051], [-1.6356, 2.9301, 4.1854], [-1.7523, 1.7722, 4.9707], [-1.3519, 0.5366, 4.4560], [-0.8291, 0.4553, 3.1611], [2.8828, 2.1039, 1.4266], [2.9792, 0.5516, 2.4713], [4.0254, 2.8890, 1.3174], [5.1865, 2.4352, 1.7915], [-2.7844, 1.8785, 0.7499], [-4.0852, 3.5195, -0.5917], [-3.1001, 4.4414, -2.7111], [-0.6690, 3.9275, -3.2535], [0.6631, 2.4909, -1.7717], [-1.0421, 3.7103, 2.2528], [-1.9598, 3.9181, 4.5291], [-2.3032, 1.8369, 5.9500], [-1.4927, -0.3843, 5.0214], [-0.6411, -0.5432, 2.7181], [-0.7357, -3.8172, -4.2979], [-0.2531, -4.1636, -2.9870], [-1.3008, -4.8204, -2.2172], [0.3060, -2.9468, -2.3542], [1.2670, -3.3280, -1.2537], [2.0415, -4.5005, -1.3842], [2.9304, -4.8901, -0.3910], [2.9677, -4.1598, 0.7973], [2.1408, -3.0355, 0.9557], [1.3659, -2.5869, -0.0987], [-1.5789, -3.0744, -4.3296], [-1.0986, -4.7184, -4.8004], [0.0750, -3.3981, -4.9059], [-2.2037, -4.1902, -2.1001], [-0.9198, -5.0485, -1.1896], [-1.5901, -5.7353, -2.7557], [-0.4891, -2.3047, -1.9622], [0.8405, -2.3613, -3.1518], [1.9480, -5.0845, -2.2620], [3.5580, -5.7765, -0.5046], [3.6954, -4.3539, 1.5579], [2.1125, -2.5184, 1.9077]],
  "atomic_forces_ev_per_a": [[0.6, 1.0, 1.0], [-0.5, -0.5, 0.3], [0.0, 0.4, -0.1], [0.3, -1.1, 1.1], [-0.9, 1.0, -1.3], [-0.5, -0.2, 0.4], [0.6, -0.6, -0.7], [0.2, 1.4, 0.4], [0.2, -1.5, 0.2], [-1.3, 0.0, 0.4], [1.7, -0.8, -0.6], [0.5, 1.2, -0.2], [-2.0, -0.8, -0.3], [0.2, 0.8, -1.1], [0.7, -0.2, 0.4], [-0.8, -0.7, 0.2], [0.1, 0.9, 0.1], [0.5, -0.4, -0.5], [-0.7, 0.0, 0.8], [0.1, -0.9, 0.7], [-0.6, -0.1, 0.7], [0.5, -0.1, -0.6], [-0.8, 0.3, 0.4], [-0.1, 0.2, -0.2], [0.2, -0.1, 0.2], [-0.1, 0.4, 0.0], [0.1, -0.3, -0.2], [-0.5, 0.5, 0.2], [-0.1, 0.3, -0.4], [0.3, 0.9, -0.3], [0.7, -0.2, -0.5], [0.4, -0.4, 0.2], [-0.4, -0.1, 0.1], [-0.3, 0.3, 0.0], [0.2, 0.1, 0.2], [0.0, -0.5, 0.0], [0.9, -0.1, -1.0], [0.0, 0.3, -0.1], [0.3, 0.8, 0.4], [-0.5, 0.1, -0.8], [0.0, 1.0, -0.2], [0.4, 0.1, 0.6], [0.5, -0.7, -0.6], [0.5, -1.3, -0.3], [-0.1, 0.7, 0.6], [-0.1, 0.2, 0.4], [-0.4, 0.8, -0.3], [0.8, -0.9, 0.0], [-0.7, 0.3, -0.2], [0.4, -0.4, 0.3], [0.0, 0.0, 0.0], [-0.1, -0.1, 0.1], [0.1, -0.1, 0.0], [-0.3, -0.1, -0.8], [0.1, 0.2, 0.4], [0.0, 0.1, 0.0], [-0.5, -0.5, 0.7], [-0.1, -0.5, -0.8], [-0.2, 0.3, -0.1], [0.1, -0.5, 0.4], [0.3, 0.1, 0.0]],
  "mulliken_charge": [0.36, -0.16, -0.14, 0.21, 0.17, -0.28, 0.38, 0.19, -0.28, 0.15, -0.39, 0.28, 0.20, 0.80, 0.05, -0.66, -0.54, -0.77, -0.42, 0.86, -0.09, -0.80, -0.45, -0.65, -0.62, -0.16, -0.06, 0.28, -0.30, -0.21, 0.36, 0.39, 0.41, 0.50, 0.45, 0.42, 0.30, 0.40, 0.32, -0.85, 0.06, -0.48, -0.27, 0.30, -0.41, -0.67, -0.66, -0.82, 0.26, 0.19, 0.33, 0.32, -0.14, 0.23, 0.35, -0.30, 0.37, 0.48, 0.37, 0.40, 0.42]
}

[4]
{
  "formula": "C27H22Br2N4OPdSb2Se4",
  "method": "wB97M-V/def2-TZVPD",
  "lumo_ev": [-0.29, -2.20],
  "spin_multiplicity": 5,
  "energy_ev": -454387.8949,
  "e_homo_ev": [-7.40, -7.47],
  "molar_mass_g_mol": 1244.09,
  "species": ["Pd", "C", "C", "C", "C", "C", "C", "N", "Sb", "C", "C", "C", "C", "C", "C", "N", "C", "C", "C", "C", "C", "C", "N", "H", "H", "H", "H", "H", "H", "H", "H", "H", "H", "H", "H", "H", "H", "H", "H", "H", "H", "Br", "C", "C", "C", "Br", "C", "C", "C", "C", "N", "C", "C", "O", "H", "H", "H", "H", "Se", "Sb", "Se", "Se", "Se"],
  "xyz": [[-0.8891, -0.2561, -0.6986], [1.6739, -0.1094, 2.9962], [0.1982, -0.2561, 2.7557], [-0.6066, -1.0610, 3.5587], [-1.9576, -1.1599, 3.2774], [-2.4814, -0.4711, 2.1963], [-1.6231, 0.3268, 1.4361], [-0.3244, 0.4475, 1.7464], [-2.5416, 2.0813, 0.4137], [-0.6575, 3.1562, 0.4490], [-0.5957, 4.4117, 1.0319], [0.6403, 5.0487, 1.1010], [1.7446, 4.4032, 0.5876], [1.5974, 3.1370, 0.0087], [2.7850, 2.4122, -0.5634], [0.4135, 2.5349, -0.0454], [-2.4927, 1.9085, -1.7664], [-3.6119, 2.2495, -2.5113], [-3.4890, 2.2906, -3.8919], [-2.2553, 2.0575, -4.4676], [-1.1695, 1.7292, -3.6580], [0.2122, 1.5783, -4.2172], [-1.3176, 1.6015, -2.3335], [1.8539, 0.6317, 3.7798], [2.1571, 0.2307, 2.0813], [2.1176, -1.0550, 3.3134], [-0.1745, -1.5987, 4.3950], [-2.6041, -1.7733, 3.8941], [-3.5361, -0.5300, 1.9591], [-1.4907, 4.8818, 1.4222], [0.7304, 6.0244, 1.5633], [2.7309, 4.8508, 0.6376], [3.1235, 2.9061, -1.4782], [2.5350, 1.3754, -0.7808], [3.6195, 2.4195, 0.1410], [-4.5485, 2.4751, -2.0199], [-4.3474, 2.5192, -4.5132], [-2.1194, 2.1182, -5.5409], [0.6093, 2.5717, -4.4465], [0.2198, 0.9930, -5.1334], [0.8697, 1.1181, -3.4880], [4.4966, -1.2384, -0.3345], [3.1348, -2.2662, 0.4719], [3.4918, -3.2829, 1.3665], [2.5304, -4.0467, 1.9581], [3.0624, -5.4096, 3.1689], [1.1619, -3.8343, 1.6753], [0.1122, -4.6356, 2.1750], [-1.1724, -4.3764, 1.7997], [-1.4269, -3.2917, 0.9420], [-0.4871, -2.5048, 0.4822], [0.8101, -2.7698, 0.8059], [1.8154, -1.9442, 0.1753], [1.4757, -0.9828, -0.6221], [4.5364, -3.4590, 1.5813], [0.3393, -5.4605, 2.8368], [-1.9977, -4.9848, 2.1491], [-2.4397, -3.0823, 0.6286], [1.0715, -1.9536, -4.8581], [0.0729, -1.7338, -2.6233], [-3.1442, -1.1912, -1.2485], [-2.6860, -1.6351, -3.3840], [0.2439, -4.1357, -2.3376]],
  "atomic_forces_ev_per_a": [[0.6, -0.7, -0.2], [-0.1, 0.0, 0.0], [-0.1, 0.0, -0.1], [0.0, -0.1, 0.0], [-0.1, -0.1, 0.0], [0.0, 0.0, -0.1], [0.0, 0.6, 0.8], [0.0, -0.1, 0.2], [0.2, 0.4, -0.1], [-0.1, 0.0, 0.1], [-0.1, 0.0, 0.0], [0.0, 0.0, 0.0], [0.1, 0.0, 0.0], [0.1, 0.0, 0.0], [-0.1, 0.0, 0.1], [-0.1, 0.0, -0.2], [0.0, 0.0, 0.2], [0.1, 0.0, 0.2], [-0.1, 0.0, -0.1], [0.0, 0.0, -0.1], [0.0, -0.1, 0.2], [-0.1, 0.1, 0.0], [-0.1, -0.2, 0.3], [0.0, 0.0, 0.0], [0.0, 0.0, 0.0], [0.0, 0.0, 0.0], [0.0, 0.0, 0.0], [0.0, 0.0, 0.0], [0.0, 0.0, 0.0], [0.0, 0.0, 0.0], [0.0, 0.0, 0.0], [-0.1, 0.0, 0.0], [0.0, -0.1, 0.0], [-0.1, 0.0, 0.0], [0.0, 0.0, 0.0], [0.0, 0.0, 0.0], [0.0, 0.0, 0.0], [0.0, 0.0, 0.1], [0.0, 0.0, 0.0], [0.0, 0.0, 0.0], [0.1, 0.0, 0.1], [0.0, 0.0, 0.0], [-0.1, 0.2, 0.0], [0.0, 0.0, 0.0], [0.0, 0.0, 0.1], [0.0, 0.0, 0.0], [-0.1, 0.1, -0.1], [0.0, 0.0, 0.0], [-0.1, 0.0, 0.0], [0.1, 0.0, 0.0], [0.1, 0.1, 0.1], [0.0, 0.0, -0.1], [0.0, -0.1, 0.2], [-0.1, 0.0, -0.5], [0.0, 0.0, 0.0], [0.0, 0.0, 0.0], [0.1, 0.0, 0.0], [-0.1, 0.1, 0.0], [0.0, -0.1, 0.4], [0.2, -0.1, -0.4], [-0.3, 0.1, 0.0], [0.0, -0.3, -0.4], [0.1, 0.1, -0.2]],
  "mulliken_charge": [0.81, -1.24, 0.24, -0.67, -0.69, -1.17, 0.57, 0.22, 0.93, 0.17, -1.01, -0.38, -0.79, 0.64, -1.16, 0.48, 0.51, -1.06, -0.40, -0.83, 0.47, -1.42, 0.31, 0.42, 0.02, 0.37, 0.50, 0.46, 0.54, 0.42, 0.41, 0.48, 0.38, -0.15, 0.41, 0.46, 0.42, 0.48, 0.32, 0.36, 0.09, -0.19, 0.12, -0.39, 0.16, -0.25, 0.81, -1.06, -1.15, -0.74, 1.62, -0.34, -0.28, -0.31, 0.43, 0.35, 0.47, 0.25, -0.46, 0.97, -0.23, -0.28, -0.39]
}